(1)
Molecular formula: C2H3NOS2
Method: DFT, wB97M-V/def2-TZVPD

Summary:
HOMO (spin up / spin down) in eV: -7.91 / -8.48
Energy in eV: -27325.28628

Each line ends with the natural charge from an NBO analysis.
Element x y z (Å)
C (-0.4003, 0.4680, -0.4167)  -0.01
C (-0.7158, 1.3292, 0.6800)  -0.45
N (0.3649, -0.6593, -0.5215)  -0.21
O (1.1681, -1.3108, 0.3331)  -0.37
S (-0.4951, 1.2739, 2.3371)  0.02
S (1.9438, -2.6277, -0.2313)  0.19
H (-0.8072, 0.6275, -1.3525)  0.21
H (-1.2409, 2.2809, 0.5057)  0.23
H (0.1826, -1.3817, -1.3338)  0.39

Atoms 1-3, force components in eV/Å:
C 1.034 -0.239 3.389
C 0.059 0.298 0.017
N -1.193 -2.161 -3.068

(2)
Molecular formula: C3H2N4O
Method: DFT, wB97M-V/def2-TZVPD

Summary:
HOMO in eV: -9.90
Energy in eV: -11144.52761
SMILES: O=c1cnncnn1

Each line ends with the natural charge from an NBO analysis.
Element x y z (Å)
C (1.0435, -0.1600, -0.8296)  0.51
C (-0.2107, -0.7936, -1.0434)  -0.04
C (-0.6257, 0.7201, 1.4223)  0.15
H (-0.0882, -1.5777, -1.9638)  0.25
H (-0.6229, 0.6455, 2.6164)  0.25
N (-1.2212, -0.6202, -0.2506)  -0.19
N (-1.1188, -0.4286, 1.0621)  -0.19
N (-0.0860, 1.5149, 0.6191)  -0.16
N (0.7929, 1.2730, -0.2859)  -0.09
O (2.1372, -0.5734, -1.3466)  -0.49

Atoms 1-3, force components in eV/Å:
C 5.604 -0.147 -0.373
C -1.028 -1.999 -1.064
C -1.907 -7.202 6.739

(3)
Molecular formula: C23H21F2
Method: DFT, wB97M-V/def2-TZVPD

Summary:
HOMO in eV: -12.21
Charge: +1
Energy in eV: -29617.64949

Each line ends with the natural charge from an NBO analysis.
Element x y z (Å)
C (-1.3160, -2.3875, -1.1819)  -0.70
C (-0.7448, -1.0502, -1.6688)  0.33
C (0.1804, -1.0682, -2.8835)  -0.50
C (1.6099, -1.1488, -2.4142)  -0.02
C (2.2082, -2.3966, -2.2424)  -0.20
C (3.4983, -2.4611, -1.7002)  -0.21
C (4.1674, -1.2913, -1.3616)  -0.16
C (3.5754, -0.0444, -1.5733)  -0.21
C (2.2813, 0.0258, -2.1062)  -0.24
C (-1.0699, 0.1103, -1.0220)  -0.54
H (-0.8996, -3.2422, -1.7310)  0.24
H (-1.0465, -2.5046, -0.1020)  0.25
H (-2.4097, -2.4396, -1.2637)  0.26
H (-0.0529, -1.9333, -3.5244)  0.24
H (0.0223, -0.1608, -3.4927)  0.24
H (1.6567, -3.2967, -2.5075)  0.22
H (3.9570, -3.4361, -1.5572)  0.23
H (5.1741, -1.3438, -0.9234)  0.22
H (4.0928, 0.8756, -1.3371)  0.22
H (1.7749, 0.9804, -2.2597)  0.21
H (-0.7882, 1.0699, -1.4816)  0.25
H (-1.9847, 0.1027, -0.4065)  0.26
F (-4.4475, 3.5101, 1.7810)  -0.31
C (-3.1200, 3.5566, 1.4170)  0.40
C (-2.6215, 4.7193, 0.8406)  -0.20
C (-1.2744, 4.7026, 0.4302)  -0.19
C (-0.5139, 3.5559, 0.5433)  -0.15
C (-1.0814, 2.3156, 0.9622)  -0.14
C (-0.3176, 1.0825, 0.7247)  0.11
C (-0.2746, -0.0247, 1.6730)  -0.12
C (0.9336, -0.7743, 1.7369)  -0.16
C (0.9841, -2.0203, 2.3473)  -0.19
C (-0.1487, -2.5419, 2.9889)  -0.23
C (-1.2808, -1.7515, 3.0489)  0.40
F (-2.4476, -2.2807, 3.5558)  -0.32
C (-1.3584, -0.4738, 2.4889)  -0.22
C (-2.3897, 2.3788, 1.5319)  -0.22
H (-3.2812, 5.5644, 0.6979)  0.26
H (-0.8617, 5.6034, -0.0293)  0.24
H (0.5438, 3.5731, 0.2310)  0.22
H (0.6739, 1.3160, 0.3570)  0.23
H (1.8216, -0.3882, 1.2192)  0.23
H (1.8925, -2.6216, 2.2839)  0.24
H (-0.1862, -3.5465, 3.4032)  0.26
H (-2.2699, 0.0913, 2.5739)  0.23
H (-2.8609, 1.4943, 1.9334)  0.23

Atoms 1-3, force components in eV/Å:
C 0.796 0.422 0.355
C 0.035 -1.101 -0.109
C -0.794 0.153 -0.175

(4)
Molecular formula: C6H14CeN3
Method: DFT, wB97M-V/def2-TZVPD

Summary:
HOMO in eV: -12.01
Charge: +1
Energy in eV: -23837.96563

Each line ends with the Löwdin charge.
Element x y z (Å)
C (-1.6074, 2.3973, -1.1017)  -0.29
Ce (-0.0978, 0.8148, -1.8266)  1.12
N (1.0603, -1.4201, -2.6325)  -0.01
H (-0.1122, 1.3366, -3.5507)  -0.18
H (2.0816, -1.3914, -2.6655)  0.07
H (-1.6303, -0.1871, -1.8340)  -0.12
H (-2.0947, 2.8089, -2.0005)  0.02
H (-1.0690, 3.1782, -0.5438)  0.02
H (-2.3349, 1.8700, -0.4639)  0.01
H (0.8044, -2.0985, -1.9105)  0.05
H (0.7421, -1.7927, -3.5304)  0.07
N (-1.0177, -1.9422, 0.5748)  0.15
C (-0.2110, -1.0187, 1.1976)  -0.34
C (0.1764, -1.1519, 2.5364)  0.02
C (1.0289, -0.1834, 3.0630)  -0.02
C (1.4626, 0.8765, 2.2530)  -0.04
C (1.0404, 0.9596, 0.9281)  -0.13
N (0.2359, -0.0084, 0.4026)  -0.08
H (-1.6171, -1.5893, -0.1682)  0.06
H (-1.4277, -2.6276, 1.1951)  0.11
H (-0.2159, -2.0051, 3.0957)  0.13
H (1.3591, -0.2545, 4.0995)  0.13
H (2.1300, 1.6452, 2.6414)  0.12
H (1.3143, 1.7839, 0.2413)  0.11

Atoms 1-3, force components in eV/Å:
C 0.094 -0.273 0.025
Ce 0.874 1.268 0.758
N 0.056 -0.222 0.054

(5)
Molecular formula: C25H47F3IInO10P3
Method: DFT, wB97M-V/def2-TZVPD

Summary:
HOMO in eV: -4.28
Charge: -1
Energy in eV: -96457.02131

Each line ends with the Löwdin charge.
Element x y z (Å)
C (-5.8679, 4.4255, 1.5170)  -0.41
P (-4.5310, 5.4973, 2.3064)  0.67
C (-4.4482, 7.1099, 1.3119)  -0.42
In (-2.3830, 4.2880, 1.6576)  0.63
C (-0.5230, 5.4826, 2.1321)  -0.27
C (0.5981, 4.8222, 1.3686)  -0.92
O (0.9451, 3.7046, 1.6202)  -0.05
I (1.5165, 5.9823, -0.2449)  0.67
C (-2.2855, 2.3916, 2.8675)  -0.19
C (-2.3547, 2.5661, 4.3999)  -0.35
O (-2.9496, 3.7863, 4.8064)  -0.07
C (-1.0043, 2.3599, 5.1398)  -0.54
F (-0.5340, 3.4821, 5.7288)  0.12
F (-1.1840, 1.4387, 6.1353)  0.09
F (0.0010, 1.8849, 4.3845)  0.13
C (-2.4391, 3.9335, -0.5530)  -0.24
C (-2.3469, 2.6753, -1.1821)  -0.14
C (-2.3526, 2.6108, -2.5685)  -0.13
C (-2.4447, 3.7358, -3.3863)  -0.12
C (-2.5774, 4.9813, -2.7746)  -0.11
C (-2.5719, 5.0601, -1.3754)  -0.16
H (-5.6589, 3.4058, 1.8832)  0.01
H (-5.7122, 4.3678, 0.4243)  0.02
H (-6.8788, 4.7544, 1.7819)  0.01
H (-3.3765, 7.3799, 1.3076)  0.00
H (-4.7332, 6.9630, 0.2593)  0.01
H (-4.9875, 7.9249, 1.8100)  0.00
H (-0.2750, 5.5356, 3.2011)  0.05
H (-0.6426, 6.5068, 1.7450)  0.01
H (-1.4220, 1.8142, 2.5091)  0.03
H (-3.1800, 1.8093, 2.5805)  0.04
H (-3.0405, 1.7975, 4.7850)  0.14
H (-2.3708, 4.5256, 4.5806)  0.06
H (-2.2725, 1.7956, -0.5385)  0.09
H (-2.2515, 1.6488, -3.0857)  0.09
H (-2.4129, 3.6263, -4.4716)  0.09
H (-2.6753, 5.8993, -3.3599)  0.09
H (-2.6775, 6.0641, -0.9542)  0.08
O (2.1829, -1.8023, -2.3580)  -0.22
P (3.3547, -1.0014, -1.8708)  0.66
O (2.6857, 0.4998, -1.9395)  -0.22
C (1.3846, 0.7458, -1.4010)  -0.26
C (1.4354, 0.9394, 0.1023)  -0.06
O (4.2162, -1.0345, -3.2889)  -0.23
C (4.2411, -2.2274, -4.0737)  -0.30
C (3.3640, -2.0674, -5.2993)  -0.08
O (4.6848, -0.4333, -1.0937)  -0.23
C (5.3409, 0.7647, -1.5430)  -0.27
C (5.2547, 1.8202, -0.4625)  -0.06
H (0.6891, -0.0548, -1.6603)  0.10
H (1.0089, 1.6536, -1.8759)  0.12
H (1.9456, 0.1028, 0.5919)  0.07
H (0.4280, 1.0281, 0.5109)  0.08
H (1.9798, 1.8473, 0.3553)  0.05
H (3.9335, -3.0922, -3.4836)  0.10
H (5.2766, -2.3975, -4.3796)  0.11
H (2.3649, -1.7266, -5.0313)  0.07
H (3.2779, -3.0105, -5.8430)  0.07
H (3.7862, -1.3172, -5.9709)  0.07
H (4.9228, 1.1381, -2.4733)  0.11
H (6.3848, 0.5075, -1.7345)  0.12
H (4.2291, 1.9477, -0.1208)  0.06
H (5.6207, 2.7797, -0.8318)  0.08
H (5.8484, 1.5309, 0.4068)  0.08
O (-0.1051, -5.9475, -1.8585)  -0.21
P (-0.4131, -5.9153, -0.3950)  0.63
O (0.9873, -5.3345, 0.2332)  -0.22
C (1.6407, -4.2161, -0.3677)  -0.28
C (1.0155, -2.9054, 0.0651)  -0.08
O (-0.2547, -7.5378, -0.0901)  -0.24
C (-0.6686, -8.4860, -1.0739)  -0.30
C (0.5397, -9.0974, -1.7544)  -0.08
O (-1.2608, -5.7399, 0.9922)  -0.23
C (-0.7085, -6.1682, 2.2464)  -0.27
C (-0.5338, -4.9692, 3.1529)  -0.06
H (1.6424, -4.2939, -1.4553)  0.10
H (2.6849, -4.2496, -0.0467)  0.12
H (-0.0639, -2.9036, -0.1100)  0.09
H (1.4653, -2.0721, -0.4839)  0.01
H (1.1732, -2.7381, 1.1335)  0.08
H (-1.3373, -8.0279, -1.8034)  0.10
H (-1.2371, -9.2652, -0.5597)  0.11
H (1.2166, -8.3296, -2.1270)  0.07
H (0.2372, -9.7325, -2.5897)  0.07
H (1.1065, -9.7041, -1.0452)  0.07
H (0.2351, -6.6927, 2.1226)  0.11
H (-1.4170, -6.8718, 2.6874)  0.12
H (0.0103, -4.1730, 2.6473)  0.06
H (0.0123, -5.2461, 4.0565)  0.08
H (-1.5031, -4.5604, 3.4427)  0.08

Atoms 1-3, force components in eV/Å:
C 1.030 0.029 -0.492
P -0.118 0.472 0.439
C 0.518 -0.624 -0.091

(6)
Molecular formula: CH2BrO3P
Method: DFT, wB97M-V/def2-TZVPD

Summary:
HOMO in eV: 0.71
Charge: -2
Energy in eV: -86542.74687

Each line ends with the natural charge from an NBO analysis.
Element x y z (Å)
C (-1.6385, 0.4848, -0.6010)  -0.87
O (1.7141, -1.5342, 0.9201)  -1.15
O (1.9022, -0.3503, -1.2914)  -1.15
O (1.9448, 0.9693, 0.9083)  -1.16
P (1.6441, -0.3187, 0.1609)  2.43
Br (-3.4823, -0.1130, 0.2554)  -0.37
H (-0.7622, -0.3316, -0.6805)  0.13
H (-1.3222, 1.1937, 0.3283)  0.13

Atoms 1-3, force components in eV/Å:
C 2.035 1.433 1.093
O -0.746 -3.316 1.862
O -0.610 -0.004 -1.009

(7)
Molecular formula: C34H26GeIrN2O3S
Method: DFT, wB97M-V/def2-TZVPD

Summary:
Multiplicity: 2
HOMO (spin up / spin down) in eV: 0.87 / -0.31
Charge: -2
Energy in eV: -114988.33289

Each line ends with the Mulliken spin population.
Element x y z (Å)
Ir (-0.3708, -2.9110, -0.8839)  0.38
O (3.2023, -3.1232, -1.1761)  0.00
S (2.8311, -1.7361, -1.2745)  0.01
O (3.5622, -0.7747, -0.4814)  0.00
N (1.2502, -1.6250, -1.1436)  -0.02
C (0.5136, -0.4443, -1.3076)  0.04
C (0.9459, 0.8252, -1.5257)  -0.06
C (0.0341, 1.9017, -1.7275)  0.00
C (-1.3317, 1.9507, -1.7976)  0.06
C (-2.3635, 0.9754, -1.5437)  0.00
C (-3.7022, 1.3934, -1.5939)  0.04
C (-4.7435, 0.5056, -1.4064)  -0.04
C (-4.4347, -0.8289, -1.1764)  0.05
N (-3.1843, -1.2712, -1.1088)  -0.03
C (-2.1621, -0.4261, -1.2739)  0.03
C (3.1136, -1.2476, -2.9741)  -0.01
C (3.9500, -0.1876, -3.2787)  0.01
C (4.0781, 0.2272, -4.5986)  0.00
C (3.3605, -0.4104, -5.5997)  0.00
C (2.5202, -1.4731, -5.2847)  0.00
C (2.3967, -1.8961, -3.9717)  -0.01
H (2.0078, 1.0274, -1.4712)  -0.01
H (0.4587, 2.8879, -1.8931)  0.00
H (-1.7199, 2.9633, -1.8931)  0.00
H (-3.9047, 2.4440, -1.7810)  0.00
H (-5.7751, 0.8397, -1.4409)  0.00
H (-5.2149, -1.5704, -1.0262)  0.01
H (4.4717, 0.3099, -2.4719)  0.00
H (4.7185, 1.0674, -4.8401)  0.00
H (3.4429, -0.0712, -6.6257)  0.00
H (1.9433, -1.9583, -6.0624)  0.00
H (1.7142, -2.6926, -3.6980)  0.01
C (-0.8408, -1.0219, -1.1002)  0.08
Ge (-0.3342, -0.1117, 1.1380)  0.22
C (1.3665, -0.7198, 1.9024)  -0.02
C (1.6561, -2.0664, 2.1237)  0.02
C (2.8295, -2.4505, 2.7576)  0.01
C (3.7352, -1.4913, 3.1891)  0.01
C (3.4661, -0.1479, 2.9697)  0.00
C (2.3022, 0.2301, 2.3145)  -0.01
C (-1.7733, -0.8045, 2.3034)  0.00
C (-3.1173, -0.5431, 2.0243)  0.00
C (-4.1261, -0.9849, 2.8689)  0.00
C (-3.8166, -1.7240, 4.0027)  0.00
C (-2.4892, -2.0190, 4.2804)  0.01
C (-1.4822, -1.5610, 3.4393)  -0.01
C (-0.3603, 1.8645, 1.3010)  0.00
C (0.4977, 2.7384, 0.6040)  0.00
C (0.2646, 4.1176, 0.6582)  -0.01
C (-0.7991, 4.6452, 1.3622)  0.02
C (-1.6906, 3.7897, 2.0099)  0.00
C (-1.4642, 2.4247, 1.9605)  0.00
H (0.9590, -2.8236, 1.7779)  0.00
H (3.0429, -3.5043, 2.8950)  0.00
H (4.6573, -1.7910, 3.6749)  0.00
H (4.1802, 0.6066, 3.2820)  0.00
H (2.1114, 1.2801, 2.1285)  0.00
H (-3.3892, -0.0176, 1.1178)  0.01
H (-5.1600, -0.7698, 2.6224)  0.00
H (-4.6056, -2.0796, 4.6562)  0.00
H (-2.2336, -2.6089, 5.1540)  0.00
H (-0.4523, -1.8009, 3.6762)  0.00
H (1.4698, 2.4595, 0.2285)  0.01
H (0.9429, 4.7854, 0.1355)  0.00
H (-0.9542, 5.7192, 1.3856)  0.00
H (-2.5423, 4.1865, 2.5500)  0.00
H (-2.1769, 1.7668, 2.4421)  0.00
O (-1.2815, -4.2439, -1.5039)  0.21

Atoms 1-3, force components in eV/Å:
Ir 0.050 0.451 -1.124
O 0.052 0.066 0.049
S -0.034 -0.088 -0.185

(8)
Molecular formula: C2H4ClO2P
Method: DFT, wB97M-V/def2-TZVPD

Summary:
HOMO in eV: -9.86
Energy in eV: -28045.61040
SMILES: C=COP(O)Cl

Each line ends with the natural charge from an NBO analysis.
Element x y z (Å)
C (-0.8069, -0.3962, 0.0305)  -0.44
C (0.3363, 0.1202, 0.3921)  0.10
O (2.7863, 0.7254, 1.2816)  -1.02
O (1.1112, 0.8055, -0.6016)  -0.81
P (2.7192, 0.7591, -0.4124)  1.37
Cl (3.1326, -1.2592, -0.5459)  -0.37
H (-1.4055, -1.0507, 0.7256)  0.21
H (-1.2157, -0.3121, -0.9070)  0.21
H (0.8986, 0.1452, 1.3157)  0.22
H (3.7559, 0.8077, 1.6111)  0.52

Atoms 1-3, force components in eV/Å:
C -0.703 -1.654 2.976
C 1.073 0.700 -0.954
O 2.489 0.947 -0.155